No. 1
Entry from OMol25: a structure of composition C9H18F2LiNO13S2 (wB97M-V/def2-TZVPD).

```
! RIJCOSX wB97M-V def2-TZVPD def2/J DEFGRID3
* xyz 0 1
S 2.90270 -0.80808 2.07569
S 3.86457 -0.00678 -0.04835
F 1.54742 -1.65529 2.36689
F 3.36125 0.67132 -1.44611
O -0.35771 -1.59185 -0.75866
O 1.23479 1.78051 -3.05546
O 2.80167 0.23692 3.04738
O 0.08302 1.48060 -1.14602
O 4.57548 -1.15183 -0.51458
O 0.63892 3.49931 -1.98814
O 3.91201 -1.80285 2.23597
O -1.36104 -3.45330 0.01591
O -2.97326 1.28315 1.67188
O 4.53249 1.09365 0.57377
O -2.29058 0.03115 3.28180
O -0.95166 0.32978 1.49882
O -1.97716 -2.66457 -1.86785
N 2.42552 -0.35453 0.49659
C -1.91799 -1.68827 -2.89822
C 0.60827 2.17792 -1.97694
C -0.58480 -3.48549 1.20900
C -1.16190 -2.49245 -0.83734
C 1.26563 0.38638 -3.37276
C -1.18876 -0.49020 4.01976
C 0.10286 4.14893 -0.86153
C -2.93528 1.79144 0.33837
C -1.97924 0.54433 2.11025
Li 0.60451 -0.06748 0.24567
H 0.73762 4.97157 -0.53383
H -2.59904 1.03264 -0.36313
H -0.45840 0.28471 4.25373
H -2.49299 -2.12334 -3.71922
H -0.65164 -1.22418 3.41590
H -0.13579 3.48488 -0.03573
H -1.49801 -0.97383 4.93910
H -2.30362 2.67782 0.34918
H -3.95241 2.09545 0.10357
H -0.40853 -4.53531 1.40953
H -0.82537 4.68325 -1.09904
H 0.54204 0.19347 -4.16505
H 1.05665 -0.22345 -2.49758
H -2.41149 -0.76988 -2.59201
H 0.33367 -2.90762 1.10646
H -0.92175 -1.58345 -3.31842
H -1.06123 -3.03321 2.08180
H 2.26859 0.20806 -3.75106
*
```

The calculation puts the highest occupied orbital energy at -10.071 eV. As for the frontier orbital gap: 0.3734 hartree. As for the LUMO energy: 0.09 eV.

In elementary charge units, the Mulliken charges are:
1. S 0.901
2. S 0.849
3. F -0.257
4. F -0.283
5. O -0.417
6. O -0.362
7. O -0.557
8. O -0.326
9. O -0.555
10. O -0.356
11. O -0.553
12. O -0.371
13. O -0.403
14. O -0.575
15. O -0.333
16. O -0.425
17. O -0.390
18. N -0.327
19. C -0.590
20. C 0.684
21. C -0.467
22. C 0.671
23. C -0.516
24. C -0.397
25. C -0.634
26. C -0.298
27. C 0.611
28. Li 1.601
29. H 0.320
30. H 0.028
31. H 0.324
32. H 0.259
33. H -0.006
34. H 0.177
35. H 0.247
36. H 0.194
37. H 0.295
38. H 0.348
39. H 0.293
40. H 0.337
41. H 0.091
42. H 0.269
43. H 0.166
44. H 0.221
45. H 0.187
46. H 0.327

---

No. 2
Entry from OMol25: a structure of composition C9H18F3I2O3P2Sn (wB97M-V/def2-TZVPD).

```
! RIJCOSX wB97M-V def2-TZVPD def2/J DEFGRID3
* xyz 3 1
I 2.68458 0.34609 -0.82440
I -3.30410 0.07683 -0.62403
Sn -0.28630 0.09493 -0.76848
P -0.36851 2.71489 -0.79097
P -0.40496 -2.53879 -0.76813
F 3.43668 0.06675 3.41912
F 1.53968 -0.12116 4.49395
F 1.65441 1.16321 2.73414
O -1.42279 0.27788 2.59698
O 0.72809 -0.96725 1.48045
O 2.17522 -2.35600 2.47017
C -1.72602 -3.04936 -1.90399
C -0.68531 -3.45731 0.77893
C 1.65581 -1.24801 2.32916
C -0.58204 3.43575 0.86252
C 1.20874 -3.02701 -1.45831
C -0.84886 0.40164 1.60324
C 1.16947 3.35134 -1.51300
C -1.71923 3.26777 -1.86006
C 2.09825 -0.02844 3.24680
H 1.04053 4.40920 -1.77845
H -1.56479 -3.02260 1.28089
H 1.98576 3.23187 -0.78733
H -0.56393 4.53104 0.75798
H 1.99672 -2.87755 -0.70188
H -1.71839 2.67002 -2.78356
H 0.18963 -3.38678 1.45357
H 1.40285 2.76623 -2.41325
H -2.68267 3.14467 -1.34726
H -1.67592 -2.41922 -2.80215
H -1.54327 3.12223 1.29449
H -1.52881 -4.10469 -2.13727
H 1.43207 -2.40672 -2.34048
H 0.23710 3.11291 1.52296
H -0.91655 -4.50621 0.51594
H -1.53412 4.32413 -2.10371
H -2.68692 -2.90619 -1.38845
H 1.12789 -4.08607 -1.74612
*
```

The calculation puts the highest occupied orbital energy (spin up / spin down) at -18.961 / -19.027 eV. As for the frontier orbital gap (spin up / spin down): 0.1776 / 0.1655 hartree. As for the LUMO energy (spin up / spin down): -14.13 / -14.52 eV.

In elementary charge units, the Mulliken charges are:
1. I 0.342
2. I 0.317
3. Sn 0.719
4. P 0.884
5. P 0.752
6. F -0.217
7. F -0.233
8. F -0.167
9. O -0.133
10. O -0.130
11. O -0.506
12. C -1.090
13. C -0.984
14. C 0.113
15. C -1.099
16. C -1.135
17. C 0.210
18. C -1.286
19. C -1.178
20. C 0.641
21. H 0.466
22. H 0.394
23. H 0.345
24. H 0.448
25. H 0.314
26. H 0.404
27. H 0.263
28. H 0.413
29. H 0.364
30. H 0.384
31. H 0.403
32. H 0.477
33. H 0.391
34. H 0.346
35. H 0.471
36. H 0.447
37. H 0.376
38. H 0.473

---

No. 3
Entry from OMol25: a cluster of 2 separate species, C9H18FN2O in total (wB97M-V/def2-TZVPD).

```
! RIJCOSX wB97M-V def2-TZVPD def2/J DEFGRID3
* xyz 1 1
F -1.34424 1.99196 3.83614
O 0.89753 -1.93764 -0.98850
N -1.04986 -2.09763 -2.11126
N -0.74382 0.57541 2.09423
C 2.44422 0.77337 2.17975
C -1.28933 1.93582 2.47514
C 1.90947 1.92490 1.80048
C -0.09070 0.80948 0.75930
C -0.35188 2.96308 1.85892
C -1.90482 -2.40126 -3.24731
C 1.02568 -2.76878 -3.22230
C 0.29691 -2.23162 -2.01626
C 0.63689 2.12102 0.99578
H 0.58011 -0.00189 0.47407
H -2.63272 -3.16818 -2.98233
H 2.40907 2.85112 2.07342
H -0.87445 0.84120 0.00139
H -1.31067 -2.76408 -4.07798
H -2.44248 -1.50982 -3.57140
H 0.18962 3.53325 2.60887
H -0.00817 0.30470 2.75548
H 2.17452 -0.17104 1.71307
H -0.92498 3.59462 1.18092
H -1.51583 -0.08693 2.06920
H -1.48755 -1.75954 -1.27051
H 3.20043 0.72737 2.95244
H 0.88587 -2.11654 -4.08469
H 2.08324 -2.81989 -2.98553
H -2.31988 1.98932 2.12182
H 0.88663 2.66573 0.08501
H 0.67116 -3.76749 -3.47739
*
```

The calculation puts the highest occupied orbital energy at -12.487 eV. As for the frontier orbital gap: 0.3444 hartree. As for the LUMO energy: -3.11 eV.

In elementary charge units, the Mulliken charges are:
1. F -0.300
2. O -0.647
3. N -0.115
4. N -0.093
5. C -0.939
6. C 0.066
7. C -0.384
8. C -1.239
9. C -0.868
10. C -0.868
11. C -1.382
12. C 0.863
13. C 0.561
14. H 0.468
15. H 0.303
16. H 0.387
17. H 0.398
18. H 0.324
19. H 0.298
20. H 0.459
21. H 0.407
22. H 0.304
23. H 0.287
24. H 0.358
25. H 0.160
26. H 0.269
27. H 0.391
28. H 0.296
29. H 0.374
30. H 0.474
31. H 0.390